{"formula": "C14H10FeN2O5", "method": "the ωB97M-V functional and the def2-TZVPD basis", "s_squared": 6.162, "spin_multiplicity": 5, "lumo_energy_ev": [-0.21, -3.84], "fmax_ev_per_a": 5.07, "mol_weight_g_mol": 342.1, "total_charge": 0, "species": ["N", "C", "O", "N", "C", "O", "C", "C", "H", "H", "H", "O", "C", "Fe", "C", "O", "C", "O", "C", "C", "C", "C", "C", "C", "C", "H", "H", "H", "H", "H", "H", "H"], "xyz": [[1.1229, -1.0525, 0.6074], [1.1857, 0.3170, 0.7020], [2.1689, 1.0106, 0.4896], [-0.0232, 0.9525, 1.0709], [-1.2233, 0.3442, 1.4559], [-2.1174, 1.0182, 1.9752], [-1.2188, -1.0720, 1.1511], [-0.0624, -1.6544, 0.7026], [0.0485, 1.9595, 1.2196], [-2.1069, -1.6493, 1.3452], [-0.0768, -2.6944, 0.3993], [3.2103, -3.6143, -5.2873], [3.3288, -3.2902, -4.1903], [3.2762, -2.5410, -2.6225], [3.0614, -0.7755, -3.0791], [2.8007, 0.2562, -3.5387], [1.4902, -2.5023, -2.6996], [0.3523, -2.2837, -2.8774], [2.9883, -1.9078, 0.4327], [2.6125, -3.2576, 0.6731], [2.6169, -4.2359, -0.2858], [3.3221, -4.2413, -1.5428], [4.6649, -3.7214, -1.6614], [4.8864, -2.4178, -1.2202], [3.8358, -1.5851, -0.6849], [2.9960, -1.1792, 1.2318], [2.1842, -3.4979, 1.6580], [2.0210, -5.1322, -0.0662], [3.0806, -5.0951, -2.1798], [5.4283, -4.2826, -2.2253], [5.8654, -1.9509, -1.4070], [4.0329, -0.5002, -0.7241]], "mulliken_charge": [-0.143, 0.270, -0.525, -0.078, 0.446, -0.588, -0.714, 0.196, 0.231, 0.435, 0.433, -0.389, -0.067, 0.299, 0.462, -0.349, 0.281, -0.421, 0.139, -0.915, -0.411, -0.180, -0.759, -0.530, -0.566, 0.561, 0.463, 0.338, 0.628, 0.354, 0.364, 0.735]}